1.
Below is C27H35N7ReSb as an isolated structure, with properties calculated with the ωB97M-V functional and the def2-TZVPD basis.

Positions of all 71 atoms, in Å:
H1 1.9096 -0.6523 -4.3233
N1 -0.4186 -0.8695 0.9633
C1 -1.1973 -1.7342 0.2319
H2 2.7149 2.9252 5.5879
H3 -2.1641 -4.7910 -2.5000
H4 -2.8292 2.4147 -3.7342
C2 -3.8430 -0.6943 -2.9206
H5 -1.8844 -0.4589 2.4543
H6 -4.0640 -4.5746 -1.1209
C3 2.2208 1.7211 3.9767
C4 2.9945 4.1033 3.8595
H7 0.4848 2.4655 -2.7701
C5 2.8893 4.3687 2.5256
C6 3.9146 -2.1129 0.1704
C7 -2.1226 -4.0016 -1.7584
H8 2.3310 -1.8795 -2.2740
C8 -0.9839 -3.2435 -1.8008
H9 0.9272 -2.4519 -3.1408
H10 -4.8260 1.7196 0.3334
H11 3.3621 4.8990 4.4945
H12 -4.5387 2.3726 -3.2549
C9 0.8661 1.7189 -2.0688
N2 0.5427 -1.4316 -1.3060
N3 4.7710 -3.0133 0.1469
C10 -3.5153 2.4447 -2.8881
C11 -4.9173 0.9514 -0.4330
H13 -5.1195 -0.0044 0.0517
H14 0.3098 -0.1736 -3.7925
C12 2.4150 3.5483 1.4830
H15 -0.2851 -0.4243 4.3405
H16 2.4349 1.4615 -3.5162
H17 -0.6329 0.7199 2.2746
C13 1.4785 -0.9881 3.1955
N4 3.0752 -1.2785 0.0638
H18 -3.8936 -1.6613 -2.4211
H19 -3.3862 3.3921 -2.3666
H20 0.7075 3.2481 -0.5738
C14 -3.2412 -3.8999 -0.9225
C15 1.3242 -0.3866 -3.4409
Re1 1.3648 -0.3499 0.3140
C16 -3.3693 -3.0520 0.1400
H21 -2.7930 -1.6609 1.5656
H22 2.6946 0.5410 -2.0648
N5 1.6170 1.5880 0.3125
C17 -2.4460 -2.1320 0.6587
H23 1.7854 -1.9166 2.7167
C18 2.0598 1.3270 2.6213
C19 -0.0451 -0.9938 3.4396
N6 1.8102 0.0824 2.2656
C20 -0.8175 -0.3548 2.2856
H24 -0.2908 -3.5603 -2.5633
H25 -0.3764 -2.0193 3.6103
H26 2.0136 0.9459 4.7015
H27 -5.7507 1.1962 -1.0906
H28 2.3648 4.0546 0.5316
H29 2.0272 -0.9304 4.1348
H30 -4.2963 -3.1209 0.6970
H31 0.0034 1.1240 -1.7666
C21 -0.5508 -2.1317 -1.0289
H32 2.3520 2.9347 -1.1387
H33 -3.1747 -0.7774 -3.7779
C22 5.4296 -3.3774 1.2589
C23 1.4053 2.4571 -0.8639
C24 1.9169 0.8527 -2.7724
H34 3.1848 5.3628 2.2121
C25 1.3062 -1.6258 -2.5489
C26 2.6366 2.9070 4.5068
Sb1 -3.1043 0.8027 -1.5726
H35 -4.8372 -0.4170 -3.2697
C27 2.0491 2.2216 1.4761
N7 6.0203 -3.7263 2.1839

For the HOMO-LUMO gap (alpha / beta), the calculation gives 6.39 / 6.45 eV. As for the expectation value of S²: 0.765. Its multiplicity is 2. The energy is -1751.37572 a.u. Its highest occupied orbital energy (alpha / beta) is -10.338 / -10.570 eV. The charge is +1. For the energy relative to the best compared isomer or geometry (same formula, charge and spin), the calculation gives 63.82 kJ/mol.


2.
Below is C28H40BiBrN3O9P2S as an isolated structure, with properties calculated with the ωB97M-V functional and the def2-TZVPD basis.

Positions of all 85 atoms, in Å:
C1 -0.6269 5.6775 -0.9261
C2 3.8945 -2.4723 0.8834
Br1 -8.1390 0.8780 -0.7614
H1 0.5320 5.0186 -3.4381
H2 1.5789 -3.6521 1.7316
H3 4.5603 -2.0290 0.1417
H4 0.4611 -2.2937 1.3926
H5 4.2054 -2.1725 1.8847
H6 0.3907 1.0162 1.7992
C3 -1.2427 3.0196 3.8149
S1 3.1076 -6.2084 0.8833
C4 1.4863 -2.5666 1.6607
H7 5.8132 1.9572 -1.9796
O1 0.8956 3.8350 -0.3076
C5 -0.2369 -3.5650 -1.7993
H8 -0.3968 3.6750 -2.7808
H9 -3.1400 -1.5334 -0.4059
O2 2.6892 1.3159 -0.9875
H10 1.7311 -2.1520 2.6398
C6 -5.4435 1.5642 -0.2113
C7 -0.6409 -7.4950 0.8489
C8 0.6036 4.8866 -1.3054
C9 -2.3374 -2.1459 -0.7926
H11 5.5678 2.1720 0.5810
H12 1.3817 3.5864 -2.8392
H13 0.6232 -4.0990 -2.1782
H14 2.1581 -2.3425 -0.3785
C10 -0.5503 -5.3996 -0.1859
C11 -1.0299 -4.1413 -0.8044
P1 1.6797 0.4978 -0.1236
H15 -3.3066 4.2463 1.3045
H16 -2.0130 2.6431 4.4878
O3 0.5550 0.0223 -1.0027
C12 -1.3389 -6.4376 0.2714
H17 4.1130 1.5782 1.3643
C13 1.3322 -6.4262 0.5580
H18 4.3947 3.0027 -2.1261
H19 -0.4025 2.3258 3.8401
Bi1 -1.4182 0.6954 -2.0835
H20 -3.4259 2.1109 0.2211
H21 -0.7441 6.5015 -1.6299
N1 0.7706 -5.3964 -0.0651
C14 2.4691 -2.0814 0.6332
H22 0.1108 -1.7951 -2.9469
C15 -5.7617 0.0423 -2.0594
C16 -4.0719 1.5222 -0.4137
H23 1.4906 5.5134 -1.2349
H24 4.4208 1.4154 -2.9219
H25 -2.6610 5.1080 2.7086
O4 2.4383 -0.5523 0.6874
N2 0.6750 -7.4932 1.0061
C17 -4.3883 0.0000 -2.2453
H26 -2.7782 -3.8408 0.4227
H27 -2.4147 -6.4545 0.1666
C18 4.4855 2.0955 0.4791
H28 4.0740 3.1060 0.4391
C19 0.5289 4.2438 -2.6717
H29 4.4678 0.2979 -0.7013
C20 -2.9644 4.1309 2.3329
C21 4.1543 1.3386 -0.7868
O5 3.0175 -5.3308 2.0491
C22 -6.2787 0.8235 -1.0358
P2 -0.0735 2.8697 0.4096
H30 3.9650 -3.5582 0.8021
C23 -0.5130 -2.2912 -2.2153
H31 -1.1679 -8.3736 1.2048
H32 -0.9063 3.9887 4.1827
O6 -1.1303 2.2305 -0.4767
C24 -2.1322 -3.4331 -0.3426
O7 -0.7406 3.6865 1.5537
H33 -2.1052 2.1824 2.0259
C25 0.9887 1.6230 1.1121
C26 4.7251 1.9670 -2.0339
H34 -1.5261 5.0598 -0.9803
H35 1.7850 2.1040 1.6819
N3 -1.5259 -1.5721 -1.6915
H36 -4.0008 -0.6319 -3.0409
H37 -0.5383 6.0927 0.0762
H38 -6.4234 -0.5271 -2.6969
C27 -1.8112 3.1594 2.4226
H39 -3.7958 3.7721 2.9399
C28 -3.5320 0.7352 -1.4250
O8 3.5816 -5.5217 -0.3076
H40 -5.8659 2.1704 0.5785
O9 3.6375 -7.5195 1.1173

For the HOMO-LUMO gap, the calculation gives 5.63 eV. The energy is -5801.85961 a.u. Its highest occupied orbital energy is -9.787 eV. The charge is +1. For the energy relative to the best compared isomer or geometry (same formula, charge and spin), the calculation gives 7.52 kJ/mol.


3.
Below is C28H28InN7O6PS as an isolated structure, with properties calculated with the ωB97M-V functional and the def2-TZVPD basis.

Positions of all 72 atoms, in Å:
C1 0.1183 -1.8041 -2.9599
C2 -1.2443 3.2388 0.9964
O1 2.3102 0.8884 1.7889
H1 2.0583 -4.1344 -2.7501
C3 2.8995 -3.4358 -0.9030
C4 2.8089 -4.3066 -1.9879
C5 -1.8538 4.4614 1.6786
H2 4.8827 -0.0412 -4.1407
H3 -0.3793 -3.6618 -0.1816
H4 3.9140 -3.0195 0.9379
In1 0.6775 1.0576 0.0521
C6 -2.0595 4.3785 3.1917
N1 -1.5183 1.4871 4.2959
C7 4.6270 -5.6190 -1.1161
H5 -1.2965 -1.5716 -4.5542
C8 0.3918 -2.3860 -1.7262
C9 -0.5619 -3.2352 -1.1623
C10 3.6238 -0.9052 -2.6320
C11 -4.4625 -0.3877 -2.1882
H6 3.9379 2.2302 -3.8653
C12 2.5892 1.6455 -2.2997
C13 -2.0266 -2.8987 -3.0387
C14 -1.0850 -2.0561 -3.6090
O2 1.9962 -1.1676 3.1007
C15 -2.4708 1.3116 3.3880
N2 -1.3080 0.0139 -0.5828
C16 3.8584 -3.6802 0.0794
H7 0.7543 3.5312 1.4601
N3 -2.4810 0.1928 2.6593
H8 2.1690 2.6402 -2.2035
N4 -5.0011 -0.8482 -3.0986
H9 -2.9772 -3.0625 -3.5296
C17 -4.4890 0.8560 -0.0552
H10 0.0721 2.4081 2.4421
H11 -4.1013 2.0468 2.4736
C18 2.6364 -0.6711 -1.6809
H12 5.4624 -4.9386 0.7407
C19 -2.4235 0.0767 -0.8784
N5 -3.4266 2.2297 3.2134
H13 -1.9224 2.3845 1.0900
C20 3.6662 -5.3924 -2.0930
P1 1.8348 -1.9617 -0.6706
C21 2.1269 0.6194 -1.4798
H14 -2.1800 5.3924 3.5838
H15 -2.4898 -4.1474 -1.3538
N6 0.0624 2.7886 1.4978
H16 -3.3467 3.6352 4.7686
O3 -0.2301 2.7103 -1.0996
H17 5.2949 -6.4678 -1.1989
C22 -3.2969 3.6083 3.6746
H18 3.5846 -6.0631 -2.9398
C23 -1.7543 -3.4995 -1.8150
H19 -2.7965 4.6750 1.1715
H20 -1.2087 5.3179 1.4611
H21 -1.1494 3.9986 3.6626
H22 -3.1388 0.1440 1.8968
O4 -1.7908 4.3173 -1.0700
H23 0.8273 -1.1150 -3.4020
N7 -5.0093 1.4602 0.7862
S1 1.4403 0.0981 2.7069
H24 4.0140 -1.9063 -2.7751
H25 -0.5778 1.0379 4.1929
C24 -3.8036 0.1766 -1.0731
H26 -1.5668 -0.2413 2.4869
C25 3.5793 1.4142 -3.2490
H27 -1.5218 2.3457 4.8154
O5 1.0297 0.9320 3.8643
C26 4.1072 0.1418 -3.4065
C27 4.7224 -4.7612 -0.0298
H28 -4.1930 4.1154 3.3180
O6 0.1562 -0.0937 1.8570
C28 -1.0914 3.4726 -0.5332

For the HOMO-LUMO gap, the calculation gives 7.98 eV. The energy is -2848.43016 a.u. Its highest occupied orbital energy is -5.726 eV. The charge is -1. For the energy relative to the best compared isomer or geometry (same formula, charge and spin), the calculation gives 0.00 kJ/mol.


4.
Below is C47H47NP2Tc as an isolated structure in a non-equilibrium geometry, with properties calculated with the ωB97M-V functional and the def2-TZVPD basis.

Positions of all 98 atoms, in Å:
H1 2.1813 -1.8789 5.6130
C1 -4.2367 2.2332 -1.9326
C2 2.7125 -2.3379 1.3066
H2 -1.9489 1.1627 1.4360
H3 0.1414 -1.7072 -4.8385
H4 -2.3283 -2.3679 0.8233
C3 -4.0658 3.0284 -3.0526
C4 1.6541 5.5575 1.2854
H5 3.1525 1.6808 3.3196
C5 -0.4029 -2.0708 -3.9893
H6 3.3261 1.3676 -1.1874
C6 -3.9558 -2.3278 3.8604
C7 1.1955 1.9552 -0.8483
H7 -2.3907 -1.9933 -3.2298
C8 0.0302 4.0445 0.3878
H8 -5.1682 1.6908 -1.7702
P1 2.0052 -0.6972 -0.8703
H9 -3.0812 -3.6489 -1.5497
C9 1.4499 0.5806 2.6715
C10 5.0383 -2.6182 1.9279
H10 -1.9644 4.8041 -0.0155
H11 2.1670 -0.9103 -4.6696
C11 -0.2139 -5.1870 -0.4418
C12 -2.5544 -2.1122 1.8759
C13 -1.4546 2.1332 1.3812
H12 0.3157 -6.1320 -0.2312
H13 1.4261 2.9202 -1.3426
H14 2.0751 3.4266 0.8771
H15 5.8265 -3.0605 2.5982
C14 -1.4008 -0.1548 -2.7946
H16 2.5714 -2.1378 -2.9132
C15 0.5032 -2.1364 -2.8092
H17 -2.1579 2.9203 1.7618
H18 -2.7818 4.3986 -4.1268
C16 2.7715 -0.0501 4.6310
C17 -0.6016 6.3291 0.7385
H19 -1.3779 7.0883 0.6618
H20 -3.3240 -1.1032 5.5884
H21 3.3877 -3.4925 3.0294
C18 -3.6624 -2.6407 2.5219
C19 -2.8904 3.7377 -3.2644
C20 0.8707 0.6536 -3.8638
H22 -4.8409 -2.7193 4.3690
H23 -1.9502 -1.9779 -1.5652
H24 -0.8249 4.1460 -2.4641
C21 -0.2878 0.6786 -2.9157
C22 0.6097 -0.5531 2.8607
H25 1.4941 -4.0941 0.3246
C23 2.0394 -0.3676 -3.7173
H26 4.6867 -0.4635 -0.7234
C24 -1.2237 -2.8123 -1.2557
H27 -2.0623 -6.0756 -1.1211
C25 -2.0338 -3.9215 -1.3459
C26 5.4205 -1.7701 0.8616
C27 3.1068 -1.5686 0.2047
C28 -1.4974 -5.1566 -0.9835
C29 3.6654 -2.8819 2.1604
H28 6.4812 -1.5361 0.6724
H29 -2.2552 -1.0170 -4.6637
H30 2.6628 5.7396 1.6495
H31 0.9458 7.5653 1.4837
P2 -0.5022 2.4971 -0.2227
H32 -1.3208 -0.1811 4.4645
C30 0.6924 6.5668 1.1917
C31 1.8054 -1.3919 -2.6858
H33 -2.2806 0.3236 -2.3309
H34 0.6832 -3.2102 -2.5800
C32 -1.6907 -1.2625 2.6424
C33 -2.0367 -0.8679 3.9598
H35 -0.5654 1.7221 -2.7112
H36 3.5969 0.1894 5.3122
H37 2.9748 0.1700 -3.4418
C34 1.9678 -1.1805 4.8062
Tc1 -0.1599 -1.0493 -1.1689
H38 -0.6769 -3.1104 -4.1709
H39 -4.8606 3.1122 -3.7766
H40 1.2154 1.2513 1.8370
C35 -1.9573 2.7796 -1.2374
H41 -3.2637 1.3108 -0.2417
C36 4.4427 -1.2125 0.0309
C37 -3.1395 -1.4444 4.5666
C38 -1.8254 3.6515 -2.3566
C39 2.2829 1.0520 -0.9135
H42 1.6610 -2.4701 1.5356
H43 0.5254 0.5622 -4.9102
C40 0.9063 -1.4155 3.9498
C41 -0.9558 5.0386 0.3667
H44 0.2640 -2.2901 4.1132
C42 -3.1794 2.0804 -1.0377
H45 1.3362 1.6417 -3.8422
N1 -0.4963 -0.8711 2.1172
C43 1.3252 4.2520 0.9023
C44 0.4841 -4.0291 -0.0629
H46 -0.5783 2.1431 2.0703
H47 -4.3873 -3.2461 1.9775
C45 -0.0743 -2.8024 -0.3487
C46 -1.7098 -1.2733 -3.7301
C47 2.5218 0.8023 3.5394

For the HOMO-LUMO gap (alpha / beta), the calculation gives 6.19 / 6.13 eV. As for the expectation value of S²: 3.823. Its multiplicity is 4. The energy is -2636.53885 a.u. Its highest occupied orbital energy (alpha / beta) is -12.319 / -12.625 eV. The charge is +2.


5.
Below is a 9-piece molecular cluster, C36H63N9 overall in a non-equilibrium geometry, with properties calculated with the ωB97M-V functional and the def2-TZVPD basis.

Positions of all 108 atoms, in Å:
H1 6.8831 2.8274 3.0315
C1 1.2416 -5.0034 -2.4350
C2 -1.6219 2.4015 2.8577
H2 1.8492 -2.0405 6.1394
C3 -3.6214 4.6643 -2.4400
C4 0.6382 -1.0759 -0.1494
C5 -0.8602 -0.8935 -0.2081
C6 -3.3120 1.8885 -0.9357
N1 -1.0060 5.9386 2.9768
C7 5.5041 1.4839 4.1444
C8 1.4726 0.2558 -0.1932
C9 -1.2469 5.6147 1.9057
H3 -1.7757 4.1055 0.5872
C10 0.9568 -2.9172 3.3587
H4 -1.1558 -0.1491 0.5313
N2 0.9261 -4.6298 0.1076
H5 1.2451 1.3060 -6.5823
H6 0.2776 2.6982 -4.6719
C11 2.5615 -7.2727 -2.1857
C12 -4.0897 -3.8944 1.0151
H7 0.7347 -0.7933 3.4694
H8 -3.4084 -6.1370 -0.7485
C13 4.4707 1.1619 3.1314
N3 1.0483 1.7221 -2.3064
H9 -2.8210 3.7280 4.0149
C14 -2.4143 2.4239 -2.0499
H10 0.3480 -5.5288 -2.7719
H11 1.8536 -0.4057 5.5862
C15 0.8220 -1.6350 4.1564
C16 -0.5351 5.5633 -0.5115
N4 -0.7521 2.1651 2.1092
H12 -2.5578 5.5228 0.2960
H13 1.3156 0.8480 0.7083
H14 3.5041 -7.7152 -2.5080
C17 6.9203 1.8924 3.5905
H15 -1.3833 -1.8304 -0.0166
H16 1.8892 -2.9629 2.7959
H17 7.5777 2.1528 4.4200
H18 -1.2850 -0.5444 -1.1493
H19 -1.6862 -6.1083 -0.4009
H20 -2.4103 2.2272 4.7706
H21 -3.2134 0.1852 2.6349
H22 -3.6172 2.6404 -0.2080
H23 -1.0316 2.3655 -8.4135
C18 -2.8169 -4.7566 0.8753
N5 -3.9146 5.6763 -1.9556
C19 7.4719 0.7932 2.6203
C20 0.7954 4.7756 -0.2401
C21 1.9006 -1.4361 5.2338
H24 2.5031 -7.1963 -1.0999
H25 -1.9199 1.5904 -2.5489
H26 0.1587 1.0477 -8.6929
C22 3.2890 -1.6540 4.7241
H27 -0.9751 3.2656 -5.7586
N6 -2.2775 -0.1814 -7.0757
N7 3.6421 0.9519 2.3437
H28 -1.9262 -4.1507 1.0417
H29 -4.9958 -4.4937 0.9260
H30 -4.0063 2.8522 -3.4591
H31 1.1775 -4.0297 -2.9208
N8 -2.2378 -3.9668 -2.5986
H32 -4.7864 2.3507 4.1623
H33 0.9516 -1.7949 -0.9063
C23 -1.4698 0.5970 -7.4675
H34 -4.0676 -3.1241 0.2443
H35 -2.7542 1.2211 -0.2787
H36 -0.8400 5.3547 -1.5370
H37 0.9924 2.8811 -7.2460
N9 4.3406 -1.8579 4.3660
H38 -4.2185 1.3670 -1.2427
C24 1.0788 -4.7565 -1.0196
H39 -0.9276 1.6011 -5.2384
H40 0.6195 3.7023 -0.3128
C25 -0.3003 2.4335 -5.5574
C26 -4.0221 0.5574 3.2637
H41 1.0227 -3.8142 3.9745
C27 -2.7418 2.6575 3.8256
C28 0.4625 2.0199 -6.8391
H42 1.5218 5.0515 -1.0044
C29 -4.0467 2.0659 3.4141
H43 5.1442 2.3197 4.7443
H44 -4.9245 0.1918 2.7736
H45 7.4688 -0.1649 3.1400
H46 2.5347 -5.9944 -3.9470
H47 5.5556 0.6874 4.8866
C30 1.2433 1.0709 -1.3879
H48 -2.4643 3.5614 -3.8140
H49 0.1016 -3.1004 2.7081
H50 -1.5424 2.9107 -1.6129
H51 -0.1546 -1.6673 4.6395
H52 -4.1028 -3.3914 1.9821
C31 -2.5768 -5.4850 -0.4815
H53 1.7161 -7.8241 -2.5973
H54 -4.2735 2.4722 2.4284
C32 -0.4565 1.5615 -7.9542
H55 1.1628 4.9476 0.7716
C33 -2.3626 -4.6202 -1.6724
H56 -0.3005 6.6276 -0.5298
C34 -1.5573 5.1728 0.5503
C35 2.4749 -5.8822 -2.8645
C36 -3.1704 3.3826 -3.0030
H57 6.9938 0.6264 1.6550
H58 3.3386 -5.2403 -2.6910
H59 2.4921 -0.1231 -0.2654
H60 0.9124 -1.5207 0.8073
H61 8.4964 1.0976 2.4065
H62 -3.8840 0.0879 4.2377
H63 -2.7829 -5.5508 1.6210

For the HOMO-LUMO gap (alpha / beta), the calculation gives 1.43 / 11.12 eV. As for the expectation value of S²: 0.751. Its multiplicity is 2. The energy is -1902.20874 a.u. Its highest occupied orbital energy (alpha / beta) is 0.752 / -8.966 eV. The charge is -1. For the energy relative to the best compared isomer or geometry (same formula, charge and spin), the calculation gives 26.78 kJ/mol.